11 unconnected molecules or ions with the total composition C85H184N10O11 at a distorted geometry. Source: the Open Molecules 2025 dataset; level of theory: ωB97M-V/def2-TZVPD.

The geometry in ORCA input format:
```
! RIJCOSX wB97M-V def2-TZVPD def2/J DEFGRID3
* xyz 0 1
C 1.83851 6.00296 -2.99215
C 3.05234 5.40760 -3.75146
C 3.42931 4.05297 -3.12926
C 2.65140 5.10343 -5.21261
C 2.73924 6.40634 -6.04981
C 4.12116 7.05080 -5.94344
C 4.61702 7.38982 -4.51104
C 6.17984 7.74235 -4.51065
C 3.87562 8.64826 -3.88184
N 4.27994 6.20405 -3.65684
O 4.71166 6.28387 -2.32232
H 2.15316 6.54837 -2.10242
H 1.32510 6.82196 -3.49588
H 1.08599 5.28342 -2.66953
H 2.61257 3.34887 -3.28819
H 4.27399 3.51436 -3.55884
H 3.53256 4.06233 -2.04420
H 3.41618 4.41345 -5.56919
H 1.62615 4.74975 -5.32155
H 2.55630 6.09879 -7.07940
H 1.89151 7.07016 -5.88012
H 4.07478 7.95180 -6.55513
H 4.81517 6.40029 -6.47569
H 6.62561 6.77049 -4.72254
H 6.57063 7.96992 -3.51888
H 6.62506 8.42640 -5.23311
H 4.06131 8.67780 -2.80818
H 2.79001 8.60077 -3.96708
H 4.29826 9.56660 -4.28941
H 5.44140 5.66123 -2.28497
C 3.04074 -3.11406 2.75628
C 3.65870 -1.77043 2.42460
C 3.44550 -1.45761 0.97578
C 2.82527 -0.77785 3.30642
C 3.46741 0.59953 3.40416
C 4.91034 0.54977 3.89001
C 5.79889 -0.48862 3.15063
C 6.37707 0.18857 1.85374
C 7.01198 -0.74272 4.12058
N 5.10406 -1.77310 2.81882
O 5.83890 -2.75431 2.30984
H 3.16925 -3.40231 3.79960
H 1.95946 -3.00379 2.67405
H 3.41456 -3.97241 2.19808
H 3.97113 -0.57000 0.62370
H 3.87104 -2.25095 0.36127
H 2.38192 -1.31962 0.78123
H 1.82232 -0.66667 2.89431
H 2.63471 -1.19322 4.29599
H 3.52394 1.00693 2.39474
H 2.82424 1.20333 4.04436
H 4.95085 0.34025 4.95892
H 5.37530 1.53012 3.78597
H 7.04872 1.03921 1.96946
H 5.59527 0.51637 1.16859
H 6.91313 -0.60672 1.33582
H 6.74565 -1.43519 4.91910
H 7.31254 0.15329 4.66364
H 7.83745 -1.21919 3.59174
H 6.16640 -3.23503 3.07355
C 0.29548 -7.33940 -3.69515
C -1.14195 -6.65589 -3.70563
C -0.78652 -5.12924 -3.86388
C -1.82678 -7.27831 -4.96113
C -3.36497 -7.00676 -4.94308
C -4.01698 -7.53173 -3.70699
C -3.34127 -6.86348 -2.41878
C -3.81074 -5.38768 -2.21632
C -3.89739 -7.57584 -1.17655
N -1.86329 -6.95050 -2.46566
O -1.19970 -6.51700 -1.36223
H 0.24066 -8.42625 -3.75726
H 0.91234 -6.94389 -4.50211
H 0.76933 -7.14217 -2.73355
H -0.11356 -5.00683 -4.71254
H -1.62998 -4.52355 -4.19527
H -0.31390 -4.65591 -3.00325
H -1.53082 -6.71559 -5.84648
H -1.71688 -8.35164 -5.11598
H -3.47361 -5.92347 -4.99592
H -3.92353 -7.41624 -5.78477
H -3.80578 -8.60047 -3.74296
H -5.06071 -7.21854 -3.73230
H -3.37522 -4.88779 -1.35114
H -4.87541 -5.42460 -1.98564
H -3.81487 -4.85860 -3.16929
H -4.95124 -7.84697 -1.23954
H -3.81207 -7.02458 -0.24010
H -3.38363 -8.53711 -1.16681
H -0.59031 -7.24043 -1.19821
C 2.81395 4.29277 4.53627
C 3.23784 5.08237 3.25308
C 3.45943 4.01207 2.12233
C 2.14476 6.07540 2.81518
C 2.13342 7.35619 3.62245
C 3.49630 7.95934 3.69684
C 4.62029 7.03239 4.16363
C 5.93634 7.72788 3.79975
C 4.56030 6.92170 5.73976
N 4.45452 5.74192 3.48281
O 5.54241 4.85526 3.69579
H 3.58246 3.64332 4.95543
H 2.46795 4.91061 5.36491
H 1.93637 3.69631 4.28694
H 2.54007 3.51127 1.81887
H 3.98595 4.35449 1.23147
H 4.15381 3.25708 2.49102
H 2.21421 6.15796 1.73052
H 1.15626 5.65590 3.00226
H 1.47913 8.07348 3.12694
H 1.63182 7.26270 4.58565
H 3.62432 8.92740 4.18116
H 3.75072 8.38721 2.72715
H 6.80420 7.13652 4.09164
H 5.95752 8.69343 4.30508
H 6.10569 7.85113 2.73005
H 5.26671 6.17118 6.09445
H 3.58923 6.54170 6.05714
H 4.77428 7.92419 6.11032
H 6.11684 5.01952 2.94435
C -1.53686 -3.37521 7.53460
C -1.16295 -3.49654 6.03983
C -1.97696 -2.43057 5.15343
C 0.32907 -3.06239 5.86518
C 1.36342 -4.13966 5.95858
C 0.91420 -5.35494 5.13916
C -0.46230 -5.96056 5.55644
C -0.87717 -7.13290 4.50005
C -0.40960 -6.64807 6.93650
N -1.44324 -4.81958 5.57534
O -2.79082 -5.14246 5.32138
H -2.51264 -3.79745 7.77474
H -0.85859 -4.01492 8.09924
H -1.32308 -2.36175 7.87413
H -3.05354 -2.59531 5.19773
H -1.69749 -1.38629 5.29297
H -1.58571 -2.48555 4.13756
H 0.55701 -2.34320 5.07847
H 0.50419 -2.44572 6.74675
H 2.29390 -3.72445 5.57141
H 1.48102 -4.31963 7.02717
H 1.71079 -6.09666 5.19734
H 0.83539 -5.04062 4.09845
H -1.35335 -6.66069 3.64077
H -1.72631 -7.75647 4.77976
H -0.01432 -7.69389 4.14105
H 0.43294 -7.33744 6.88172
H -1.34179 -7.18300 7.11813
H -0.26898 -5.91863 7.73414
H -3.10518 -5.56734 6.12278
C -5.99730 -4.00247 3.75416
C -6.80539 -3.10063 2.76036
C -7.21932 -1.79253 3.30829
C -5.91898 -2.82991 1.49265
C -5.72645 -4.03843 0.61041
C -7.04605 -4.56915 0.12292
C -8.03306 -4.90999 1.32361
C -9.48814 -5.17536 0.76244
C -7.58481 -6.25215 1.84424
N -8.04362 -3.86615 2.35116
O -8.78014 -4.29601 3.45753
H -5.03506 -3.59747 4.06749
H -6.45375 -4.25023 4.71248
H -5.81961 -4.94760 3.24108
H -7.83219 -1.89589 4.20373
H -6.33444 -1.26480 3.66409
H -7.82090 -1.26038 2.57139
H -6.17776 -1.88437 1.01611
H -4.92942 -2.69040 1.92788
H -5.07929 -3.77508 -0.22621
H -5.11555 -4.83059 1.04330
H -6.86517 -5.45713 -0.48279
H -7.55552 -3.81461 -0.47644
H -10.16235 -5.61180 1.49936
H -9.49313 -5.90445 -0.04782
H -9.96577 -4.25138 0.43650
H -8.19081 -6.55287 2.69890
H -6.54287 -6.45780 2.08957
H -7.85855 -7.02419 1.12512
H -9.46589 -3.63023 3.54747
C 5.47145 -0.84289 -3.00032
C 4.83260 -1.84151 -4.03618
C 5.93208 -2.77196 -4.66243
C 3.91837 -2.75477 -3.14713
C 2.68429 -2.07976 -2.62224
C 1.84431 -1.64157 -3.84714
C 2.65576 -0.64824 -4.77410
C 1.83676 -0.47137 -6.12644
C 2.80296 0.71233 -4.04762
N 3.98152 -1.26675 -5.11990
O 4.73748 -0.56496 -6.09244
H 4.69908 -0.18796 -2.59706
H 6.04285 -1.39961 -2.25759
H 6.13422 -0.32291 -3.69203
H 6.77718 -3.06187 -4.03805
H 5.56963 -3.76329 -4.93443
H 6.31169 -2.32497 -5.58123
H 3.55180 -3.60522 -3.72199
H 4.54698 -3.05640 -2.30931
H 2.10989 -2.83521 -2.08606
H 2.86825 -1.25704 -1.93130
H 0.93604 -1.10039 -3.58203
H 1.53304 -2.48991 -4.45667
H 0.77409 -0.33212 -5.92786
H 1.92579 -1.42585 -6.64523
H 2.22438 0.43449 -6.59256
H 1.86761 1.24143 -4.23001
H 3.65874 1.29548 -4.38776
H 2.82318 0.67325 -2.95851
H 5.02553 0.24330 -5.66193
C -4.79995 2.04629 2.75863
C -3.65678 1.81299 1.73490
C -4.22608 0.80098 0.63077
C -3.42259 3.14632 1.01836
C -2.64998 4.13215 1.89751
C -1.27710 3.44883 2.25601
C -1.49922 2.18392 3.04713
C -0.09207 1.40765 3.15073
C -1.96873 2.48796 4.47624
N -2.36357 1.29187 2.23294
O -2.50347 0.04703 2.90808
H -4.41751 2.81354 3.43182
H -5.67653 2.54203 2.34155
H -5.20274 1.18656 3.29411
H -4.31863 -0.21703 1.00917
H -5.11073 1.10210 0.06968
H -3.46683 0.87456 -0.14783
H -2.86358 2.97844 0.09780
H -4.31913 3.65359 0.66198
H -2.36994 5.01024 1.31559
H -3.05325 4.29408 2.89714
H -0.69519 4.14751 2.85713
H -0.68577 3.20384 1.37373
H 0.19746 0.89767 2.23193
H -0.16517 0.59548 3.87402
H 0.75739 2.02100 3.45124
H -1.11540 2.79015 5.08337
H -2.19702 1.55358 4.98900
H -2.66322 3.31110 4.64426
H -1.99299 -0.54390 2.34968
C -1.92746 6.14042 -4.08230
C -2.56184 5.12844 -5.05764
C -3.93189 5.62172 -5.52108
C -1.49347 5.08915 -6.16496
C -1.72141 3.92965 -7.10080
C -1.69781 2.63657 -6.36763
C -2.72669 2.51769 -5.25890
C -4.12478 2.21099 -5.82427
C -2.29029 1.31939 -4.35252
N -2.65869 3.74662 -4.45004
O -3.31248 3.68438 -3.22745
H -2.72390 6.47846 -3.41935
H -1.14725 5.66039 -3.49159
H -1.54860 7.01921 -4.60412
H -4.29672 4.99880 -6.33777
H -4.75950 5.64890 -4.81226
H -3.87279 6.55773 -6.07650
H -1.56446 5.96355 -6.81186
H -0.48672 4.97340 -5.76352
H -2.64764 4.00746 -7.67013
H -0.93105 3.89604 -7.85067
H -0.68269 2.44740 -6.01857
H -1.89042 1.93371 -7.17817
H -4.85222 1.95941 -5.05248
H -4.08527 1.34573 -6.48599
H -4.52853 3.03833 -6.40786
H -1.47974 1.62520 -3.69101
H -1.91118 0.51253 -4.97971
H -3.11873 0.94525 -3.75102
H -2.64841 3.39366 -2.59809
C 0.67215 1.80216 -0.93354
O 0.73779 0.44013 -0.51546
C -0.52755 -0.19763 -0.60088
C -0.61470 -1.65366 0.06675
C -2.00969 -2.33639 -0.08345
N -0.43177 -1.55592 1.48284
H -0.27563 2.28034 -0.68625
H 0.95548 1.93187 -1.97805
H 1.40459 2.40259 -0.39398
H -1.29637 0.42501 -0.14335
H -0.74870 -0.25952 -1.66642
H 0.23508 -2.21547 -0.32097
H -2.78523 -1.75358 0.41351
H -1.98985 -3.31376 0.39867
H -2.06368 -2.49520 -1.16047
H -0.30369 -2.53779 1.68186
H 0.43990 -1.10267 1.71701
O -1.51855 -4.63520 2.47182
H -1.65513 -4.55084 3.41546
H -0.84310 -5.30803 2.38630
*
```

E_HOMO ... -7.90 eV
Max |F| ... 5.69 eV/A
Calculated total energy ... -4723.66361 a.u.
Kohn-Sham gap ... 0.3029 hartree
LUMO ... 0.35 eV